# 1
Here is the molecule CH4N2OS at a distorted geometry from the Open Molecules 2025 dataset. Energies are from wB97M-V/def2-TZVPD.

Each line ends with the Mulliken charge.
Geometry (Å):
C (-1.694774, -0.970859, -0.043510)  -0.249
N (-0.517589, -0.951863, -0.471293)  -0.322
N (1.634692, 1.384811, -0.091499)  -0.445
O (0.464648, -0.892761, 0.514630)  -0.185
S (1.910166, -0.237724, -0.045069)  0.120
H (-1.963891, -0.957296, 1.009247)  0.292
H (-2.473884, -1.020475, -0.785565)  0.281
H (1.528084, 1.883100, 0.776721)  0.255
H (1.112550, 1.763069, -0.863662)  0.252

Cartesian forces, eV/Å:
-0.3 -0.1 0.7
0.8 0.2 -1.1
0.3 -0.3 0.0
-0.2 0.0 0.5
-0.5 0.3 0.0
0.1 0.0 0.1
-0.1 0.0 -0.2
0.0 0.0 0.1
-0.1 0.0 -0.1

Its total energy is -623.35100 a.u. Its SMILES is C=NOSN. The energy above the lowest of the compared OMol25 structures with the same formula, charge and spin comes out at 2.9443 eV.

***

# 2
Here is the ion CH6N3S2 with charge +1 at a distorted geometry from the Open Molecules 2025 dataset. Energies are from wB97M-V/def2-TZVPD.

Each line ends with the Mulliken charge.
Geometry (Å):
C (-0.179000, -0.306817, 0.082918)  0.793
N (-1.469488, -0.657038, 0.218109)  -0.282
N (0.079996, 0.421378, -1.082614)  -0.318
N (0.815801, -0.582273, 0.992467)  -0.261
S (-1.117825, 1.124659, -2.156373)  -0.127
S (2.398131, 0.249140, 0.735011)  -0.108
H (-1.970536, -0.337489, -0.579413)  0.123
H (-1.818299, -1.445716, 0.739461)  0.271
H (1.086026, 0.616679, -1.177102)  0.214
H (0.573693, -1.023578, 1.898747)  0.305
H (-1.444884, 2.132149, -1.411817)  0.208
H (3.046384, -0.191094, 1.740606)  0.182

Cartesian forces, eV/Å:
0.1 0.3 -0.3
1.5 -0.1 0.7
0.9 -0.4 1.8
-0.7 0.6 -1.1
1.3 -1.9 -0.2
-2.0 0.5 -1.5
-1.1 -0.1 -0.5
0.2 0.1 0.2
-0.9 0.4 -0.6
0.2 0.5 -1.0
-0.2 1.2 0.9
0.7 -1.1 1.7

Its total energy is -1002.06350 a.u. Its net charge is +1. Its SMILES is N/C(NS)=[NH+]/S. The energy above the lowest of the compared OMol25 structures with the same formula, charge and spin comes out at 0.5211 eV.

***

# 3
Here is a cluster of 2 separate species, C7H17N2OS in total at a distorted geometry from the Open Molecules 2025 dataset. Energies are from wB97M-V/def2-TZVPD.

Each line ends with the Mulliken charge.
Geometry (Å):
C (0.170486, -2.883569, 0.228879)  -1.083
C (2.194405, 0.109578, 0.157480)  -0.874
C (-0.052400, 0.704267, 0.739104)  -0.249
C (2.211461, 1.304020, -0.842694)  -0.590
C (-0.148378, 1.914144, -0.235934)  -0.509
C (-2.885048, -1.185867, 0.379634)  -0.522
C (-3.729273, -0.173116, 0.452584)  -0.592
N (0.888627, -0.365971, 0.303212)  0.163
N (1.257136, 2.369184, -0.365270)  -0.052
O (1.286334, -1.660262, -1.862405)  -0.598
S (0.203805, -1.467964, -0.915958)  0.439
H (-0.151296, -3.745929, -0.360859)  0.404
H (1.126520, -3.088054, 0.464463)  0.444
H (2.684014, -0.668259, -0.454352)  0.443
H (2.736709, 0.187319, 1.263795)  0.271
H (0.162948, 0.952094, 1.781997)  0.347
H (-1.155960, 0.383569, 0.684106)  -0.214
H (3.146204, 1.865656, -0.790488)  0.391
H (1.939733, 0.836500, -1.797701)  0.378
H (-0.549174, 1.587279, -1.256189)  0.293
H (-0.956981, 2.617040, 0.167889)  0.379
H (-0.375292, -2.545588, 1.057462)  0.364
H (-2.876327, -1.986768, 1.001030)  0.234
H (-2.130363, -1.253463, -0.402009)  0.423
H (-4.489489, -0.170823, 1.138103)  0.288
H (-3.623380, 0.657415, -0.176906)  0.290
H (1.689490, 2.487483, 0.537780)  0.387
H (1.425498, 3.220089, -0.896766)  0.344

Cartesian forces, eV/Å:
-1.7 0.5 -3.0
2.1 -0.4 0.6
-2.3 -1.0 -1.4
0.6 -0.6 1.0
-1.4 -1.0 0.2
0.4 1.7 -2.1
1.6 -1.0 -0.6
-3.3 0.7 0.8
0.1 0.3 -0.6
0.9 -0.3 -1.0
0.3 0.5 1.6
-0.7 0.1 0.4
3.5 -0.4 1.1
0.5 0.2 0.7
-1.2 0.3 -3.0
0.1 0.4 -0.2
1.8 -0.2 0.6
0.3 -0.6 -0.7
0.1 0.8 0.0
0.9 0.3 1.3
1.9 -0.3 -0.5
-1.1 -0.1 1.1
-0.4 -2.3 1.9
-0.4 0.3 0.1
-1.8 0.2 1.7
-0.1 1.0 -1.0
-0.5 0.8 0.9
-0.3 0.2 -0.1

Its total energy is -859.47466 a.u. Its net charge is +1. The energy above the lowest of the compared OMol25 structures with the same formula, charge and spin comes out at 3.1608 eV.

***

# 4
Here is a cluster of 2 separate species, C8H8OS2 in total at a distorted geometry from the Open Molecules 2025 dataset. Energies are from wB97M-V/def2-TZVPD.

Each line ends with the Mulliken charge.
Geometry (Å):
C (0.144903, -1.824374, 1.019944)  -0.362
C (-0.035615, -0.822693, 2.124214)  -0.472
C (-0.168139, -1.492059, -0.236599)  -0.753
C (-0.649258, 0.355004, 2.020561)  -0.952
C (-0.595799, -0.126300, -0.497624)  0.373
C (-0.859487, 0.769335, 0.645041)  0.911
C (-0.984097, 0.565367, -1.575499)  -0.373
C (-1.273675, 1.901920, 0.055921)  0.189
O (-1.401857, 1.774331, -1.234243)  -0.346
S (-1.813780, 3.428278, 0.845154)  -0.248
S (2.587743, 0.081674, -1.153978)  -0.289
H (0.590113, -2.818736, 1.307581)  0.304
H (0.176416, -1.048910, 3.149667)  0.359
H (0.036685, -2.153170, -1.021269)  0.393
H (-0.978641, 0.825112, 2.851392)  0.459
H (3.111861, -0.246709, -0.022824)  0.134
H (-1.045409, 0.248120, -2.656618)  0.389
H (-2.695825, 2.810631, 1.775617)  0.150
H (3.497835, -0.745312, -1.558656)  0.135

Cartesian forces, eV/Å:
0.9 1.1 6.5
1.8 -6.2 -1.4
-1.1 3.1 -2.3
-1.0 2.1 -6.2
0.4 -2.7 3.6
1.4 -3.2 2.3
0.4 -1.9 -3.5
-1.3 3.8 3.0
-1.4 3.0 -3.5
-0.6 -1.8 0.2
-0.6 0.8 -0.7
-0.6 1.3 -0.5
0.5 -1.0 0.2
0.1 -0.8 -1.2
-0.9 2.0 2.2
0.1 0.1 1.9
0.0 0.7 1.5
1.0 0.6 -1.0
0.9 -0.8 -1.3

Its expectation value of S² is 2.03. Its total energy is -1181.06521 a.u. As for the multiplicity: 3. The energy above the lowest of the compared OMol25 structures with the same formula, charge and spin comes out at 0.4397 eV.